Molecular formula: C60H159N13O17
Method: DFT, ωB97M-V/def2-TZVPD

CARTESIAN COORDINATES (ANGSTROEM)
O: -14.435 -10.426 15.412
O: -20.815 -6.303 10.598
O: -12.405 -5.690 20.693
O: -16.700 -2.756 21.381
O: -11.689 -4.902 17.051
O: -16.502 -0.731 17.831
O: -18.461 -5.837 16.797
O: -17.737 -10.652 12.748
O: -16.239 -10.391 18.477
O: -21.199 -15.354 14.290
O: -12.384 -17.116 16.580
O: -19.630 -12.460 16.504
O: -22.124 -8.695 17.550
O: -19.934 -11.452 7.785
O: -20.313 -5.790 21.152
O: -14.888 -5.369 11.480
O: -13.136 -8.979 8.728
N: -21.818 -8.808 9.800
N: -16.599 -10.199 9.275
N: -16.013 0.784 22.291
N: -24.727 -15.595 13.227
N: -18.495 -3.013 15.745
N: -23.127 -11.172 17.003
N: -18.800 -7.326 14.198
N: -14.942 -7.422 20.268
N: -23.429 -6.054 20.981
N: -14.054 -5.247 14.193
N: -19.354 -10.600 10.387
N: -21.199 -5.465 15.937
N: -12.670 -13.621 15.663
C: -16.521 0.620 18.257
C: -17.517 -6.763 16.315
C: -22.590 -4.873 20.752
C: -22.003 -11.888 16.340
C: -18.740 -8.770 14.089
C: -20.583 -12.040 8.889
C: -17.533 -2.569 16.767
C: -10.610 -4.097 16.626
C: -22.761 -9.160 12.008
C: -17.898 -2.793 20.661
C: -22.301 -8.128 10.978
C: -13.276 -12.388 16.202
C: -13.285 -5.978 13.175
C: -22.318 -15.706 13.503
C: -16.462 -1.614 22.161
C: -13.367 -11.281 15.155
C: -19.691 -12.020 10.117
C: -12.398 -8.665 7.570
C: -14.762 -0.566 20.636
C: -11.799 -4.466 21.009
C: -16.095 -0.358 21.362
C: -11.527 -18.173 16.253
C: -17.333 -11.503 13.810
C: -19.770 -13.767 16.991
C: -23.629 -15.188 14.109
C: -23.217 -5.930 17.169
C: -17.218 -10.679 17.480
C: -14.408 -9.326 14.540
C: -23.397 -3.613 21.081
C: -20.368 -12.677 11.312
C: -16.170 -3.139 16.366
C: -17.490 -1.053 16.849
C: -12.401 -5.574 16.046
C: -16.104 -8.995 18.626
C: -21.180 -7.263 11.562
C: -14.009 -6.877 19.301
C: -13.489 -5.532 19.798
C: -20.727 -11.344 6.640
C: -17.765 -9.271 13.034
C: -21.332 -4.921 21.598
C: -21.753 -6.315 17.007
C: -19.547 -5.742 10.869
C: -14.394 -9.566 8.427
C: -17.597 -6.728 14.775
C: -22.027 -11.542 14.866
C: -11.860 -15.858 16.211
C: -19.176 -5.895 21.997
C: -18.469 -5.809 18.219
C: -14.681 -10.636 10.715
C: -15.417 -8.782 19.944
C: -21.525 -8.708 18.842
C: -14.284 -6.469 12.145
C: -23.919 -15.720 15.510
C: -12.833 -14.731 16.604
C: -15.293 -9.698 9.661
C: -19.970 -15.542 13.636
C: -20.656 -11.635 17.045
C: -13.210 -4.589 15.192
C: -15.648 -5.870 10.374
C: -21.532 -7.758 16.656
H: -12.136 -9.578 7.028
H: -24.711 -16.562 12.919
H: -16.838 -10.392 16.494
H: -16.676 -7.167 14.400
H: -18.616 -4.006 15.875
H: -11.307 -18.254 15.183
H: -22.196 -15.248 12.515
H: -20.375 -10.588 16.906
H: -17.437 -5.706 18.577
H: -18.839 -4.896 22.285
H: -20.450 -7.896 16.540
H: -13.467 -8.760 14.562
H: -23.339 -4.880 17.443
H: -21.297 -12.152 11.542
H: -19.558 -5.199 11.820
H: -22.847 -6.873 21.133
H: -18.773 -2.520 21.266
H: -18.702 -12.435 9.880
H: -21.457 -6.810 12.523
H: -19.178 -15.317 14.352
H: -21.991 -7.944 15.681
H: -16.242 -4.229 16.404
H: -20.522 -13.748 11.178
H: -15.325 0.521 22.994
H: -23.046 -15.477 16.119
H: -16.594 -11.102 8.810
H: -20.440 -8.855 18.843
H: -12.387 -10.781 15.148
H: -10.873 -3.326 15.901
H: -16.301 -11.309 14.121
H: -21.713 -10.506 14.709
H: -18.585 -9.218 15.083
H: -13.874 -15.049 16.546
H: -14.490 0.350 20.111
H: -13.719 -7.071 11.423
H: -18.882 -10.293 9.547
H: -12.602 -12.004 16.974
H: -17.838 -3.097 17.675
H: -16.033 -9.144 20.767
H: -18.438 -0.615 17.182
H: -11.981 -19.093 16.615
H: -18.164 -10.184 17.710
H: -23.183 -7.520 10.757
H: -21.382 -8.098 9.218
H: -17.723 -5.677 14.501
H: -19.807 -16.575 13.316
H: -20.246 -10.810 5.818
H: -14.630 -7.340 21.221
H: -13.991 -0.885 21.335
H: -18.060 -3.780 20.234
H: -12.658 -6.762 13.595
H: -18.631 -10.611 11.111
H: -15.145 -8.547 14.732
H: -16.751 -8.975 13.330
H: -20.845 -3.934 21.480
H: -17.549 0.928 18.475
H: -22.424 -16.789 13.366
H: -16.140 -4.985 9.975
H: -20.538 -14.387 16.525
H: -16.358 -6.635 10.695
H: -21.991 -9.889 12.268
H: -22.955 -2.646 20.850
H: -18.025 -8.714 12.133
H: -14.254 -4.909 20.287
H: -19.850 -14.829 12.814
H: -13.222 -7.630 19.154
H: -10.198 -3.593 17.500
H: -21.731 -7.766 19.355
H: -24.570 -15.093 12.354
H: -12.495 -3.801 21.532
H: -23.115 -8.656 12.911
H: -14.345 -10.543 7.926
H: -23.752 -3.687 22.111
H: -12.617 -14.452 17.642
H: -19.668 -6.979 14.578
H: -17.049 -8.439 18.622
H: -18.770 -6.508 10.810
H: -21.640 -10.783 6.866
H: -20.363 -7.969 11.750
H: -24.059 -16.800 15.438
H: -16.130 1.239 17.444
H: -20.773 -11.784 18.122
H: -12.640 -5.243 12.670
H: -17.474 -12.564 13.614
H: -19.876 -13.795 18.084
H: -10.538 -18.109 16.725
H: -15.835 -2.834 15.374
H: -11.445 -3.958 20.106
H: -23.697 -6.435 18.013
H: -16.917 -9.563 8.544
H: -17.712 -7.794 16.632
H: -19.764 -12.578 12.217
H: -14.552 -4.545 13.657
H: -23.793 -6.169 16.275
H: -12.511 -3.913 14.678
H: -18.846 -14.352 16.921
H: -13.778 -3.989 15.902
H: -22.789 -10.206 17.166
H: -12.936 -7.974 6.913
H: -14.818 -8.825 7.735
H: -14.860 -1.366 19.897
H: -23.030 -11.668 14.457
H: -15.195 -10.460 11.660
H: -11.729 -6.166 15.418
H: -18.794 -6.770 18.628
H: -23.870 -5.936 21.891
H: -10.958 -4.590 21.690
H: -14.494 -6.652 18.348
H: -21.448 -4.934 22.690
H: -24.282 -3.643 20.439
H: -19.512 -6.395 22.911
H: -15.045 -7.101 12.614
H: -9.841 -4.778 16.246
H: -21.391 -12.200 14.264
H: -19.727 -9.138 13.786
H: -14.450 -9.623 13.485
H: -15.590 1.557 21.788
H: -14.462 -9.328 19.967
H: -14.281 -12.553 16.588
H: -21.226 -6.102 17.947
H: -13.342 -4.839 18.958
H: -21.078 -9.499 9.948
H: -22.331 -4.738 19.699
H: -17.404 -11.749 17.421
H: -19.422 -2.609 15.828
H: -11.672 -13.467 15.565
H: -11.490 -8.164 7.901
H: -10.859 -15.715 16.634
H: -11.740 -15.862 15.120
H: -23.873 -11.096 16.325
H: -20.916 -12.351 6.244
H: -21.513 -11.547 9.185
H: -14.930 -6.280 9.657
H: -17.321 -1.339 22.787
H: -15.417 -2.832 17.093
H: -18.025 -11.268 14.624
H: -23.682 -14.102 14.205
H: -17.884 -2.072 19.834
H: -15.682 -1.900 22.871
H: -22.177 -12.962 16.459
H: -18.408 -6.475 21.494
H: -15.516 -8.521 17.831
H: -14.846 -11.673 10.416
H: -21.976 -9.556 19.354
H: -19.022 -4.966 18.627
H: -16.485 -6.502 16.575
H: -15.383 -8.665 10.008
H: -19.372 -4.940 10.149
H: -23.628 -9.689 11.609
H: -15.946 0.716 19.174
H: -16.967 -0.167 20.732
H: -21.511 -4.515 16.109
H: -20.193 -5.419 16.149
H: -13.208 -6.196 16.440
H: -20.733 -13.107 8.679
H: -13.421 -11.717 14.147
H: -24.780 -15.212 15.936
H: -13.603 -10.511 10.816
H: -17.229 -0.596 15.891

Values from the calculation:
LUMO energy = 0.52 eV
Orbital gap = 8.55 eV
Relative energy (zero: lowest compared OMol25 entry of this formula, charge and spin) = 227.88 kJ/mol

These are the Löwdin partial charges, in e, on atoms 1 to 99: atom 1 (O): -0.1798, atom 2 (O): -0.1837, atom 3 (O): -0.1680, atom 4 (O): -0.1695, atom 5 (O): -0.2018, atom 6 (O): -0.2121, atom 7 (O): -0.2524, atom 8 (O): -0.2297, atom 9 (O): -0.1565, atom 10 (O): -0.1984, atom 11 (O): -0.1841, atom 12 (O): -0.1879, atom 13 (O): -0.2276, atom 14 (O): -0.1922, atom 15 (O): -0.2172, atom 16 (O): -0.1827, atom 17 (O): -0.2006, atom 18 (N): 0.0448, atom 19 (N): 0.0545, atom 20 (N): 0.0377, atom 21 (N): 0.0251, atom 22 (N): 0.0516, atom 23 (N): 0.0514, atom 24 (N): -0.0258, atom 25 (N): -0.0747, atom 26 (N): 0.0513, atom 27 (N): -0.0432, atom 28 (N): 0.0474, atom 29 (N): 0.0657, atom 30 (N): -0.0749, atom 31 (C): -0.1019, atom 32 (C): -0.2118, atom 33 (C): -0.4320, atom 34 (C): -0.4048, atom 35 (C): -0.2067, atom 36 (C): -0.2221, atom 37 (C): -0.4080, atom 38 (C): -0.0940, atom 39 (C): -0.0684, atom 40 (C): -0.1079, atom 41 (C): -0.4321, atom 42 (C): -0.1858, atom 43 (C): -0.1948, atom 44 (C): -0.2046, atom 45 (C): -0.2133, atom 46 (C): -0.2470, atom 47 (C): -0.4075, atom 48 (C): -0.1161, atom 49 (C): -0.0634, atom 50 (C): -0.1174, atom 51 (C): -0.4406, atom 52 (C): -0.1336, atom 53 (C): -0.0532, atom 54 (C): -0.1245, atom 55 (C): -0.4364, atom 56 (C): -0.0508, atom 57 (C): -0.0887, atom 58 (C): -0.1202, atom 59 (C): -0.0621, atom 60 (C): -0.0494, atom 61 (C): -0.0507, atom 62 (C): -0.1798, atom 63 (C): -0.2177, atom 64 (C): -0.2495, atom 65 (C): -0.2226, atom 66 (C): -0.2051, atom 67 (C): -0.2294, atom 68 (C): -0.1177, atom 69 (C): -0.2049, atom 70 (C): -0.2224, atom 71 (C): -0.4448, atom 72 (C): -0.1066, atom 73 (C): -0.2158, atom 74 (C): -0.1574, atom 75 (C): -0.0578, atom 76 (C): -0.2322, atom 77 (C): -0.0842, atom 78 (C): -0.0878, atom 79 (C): -0.0304, atom 80 (C): -0.1905, atom 81 (C): -0.0700, atom 82 (C): -0.2370, atom 83 (C): -0.0549, atom 84 (C): -0.2046, atom 85 (C): -0.4217, atom 86 (C): -0.1009, atom 87 (C): -0.1907, atom 88 (C): -0.2091, atom 89 (C): -0.0825, atom 90 (C): -0.1846, atom 91 (H): 0.0891, atom 92 (H): 0.0691, atom 93 (H): 0.0681, atom 94 (H): 0.0807, atom 95 (H): 0.0219, atom 96 (H): 0.0866, atom 97 (H): 0.1161, atom 98 (H): 0.1022, atom 99 (H): 0.0937